Molecular formula: C46H57N5O9P3SYb
Method: DFT, the ωB97M-V functional and the def2-TZVPD basis

Summary:
**Highest occupied orbital energy (alpha / beta)**: -12.78 / -12.78 eV
**Largest force on an atom**: 3.28 eV/A
**Orbital gap (alpha / beta)**: 7.92 / 4.98 eV
**Total charge**: +2
**⟨S²⟩**: 0.75
**Multiplicity**: 2

Atoms and positions in Å:
1 Yb 11.01 14.74 10.89
2 S 10.09 10.74 11.43
3 P 9.85 18.58 11.36
4 P 7.39 13.68 10.73
5 P 12.49 19.60 10.47
6 O 12.52 13.20 12.39
7 O 11.33 10.57 12.14
8 O 9.00 9.79 11.63
9 O 10.57 16.25 8.74
10 O 11.19 15.07 13.42
11 O 13.15 13.94 9.79
12 O 13.15 16.08 11.65
13 O 8.72 14.41 10.75
14 O 9.62 12.19 11.52
15 N 10.79 9.38 9.32
16 N 12.00 18.45 6.05
17 N 10.90 19.87 11.23
18 N 10.55 14.90 5.14
19 N 10.41 11.68 8.91
20 C 8.66 18.90 9.92
21 C 14.02 23.80 9.48
22 C 11.58 18.52 5.01
23 C 9.67 13.41 6.67
24 C 6.85 13.04 12.26
25 C 14.92 19.34 11.69
26 C 7.27 18.70 10.01
27 C 7.17 19.55 15.06
28 C 11.54 10.36 7.27
29 C 13.97 22.81 8.52
30 C 7.29 12.38 9.43
31 C 7.24 18.30 14.50
32 C 13.55 19.50 12.01
33 C 9.53 14.43 5.79
34 C 12.13 16.16 13.77
35 C 11.41 9.24 8.11
36 C 6.22 14.79 9.93
37 C 15.50 19.76 13.96
38 C 13.68 12.64 10.26
39 C 6.45 18.97 8.90
40 C 12.39 12.99 13.80
41 C 10.99 11.54 7.69
42 C 11.78 14.37 5.38
43 C 11.16 13.75 14.15
44 C 8.01 17.99 13.37
45 C 6.97 19.33 7.66
46 C 9.19 19.38 8.71
47 C 12.98 22.33 11.02
48 C 13.19 19.74 13.34
49 C 13.46 21.57 8.80
50 C 8.76 19.01 12.80
51 C 8.35 19.55 7.58
52 C 13.43 16.06 13.02
53 C 13.63 12.49 11.82
54 C 14.17 19.91 14.29
55 C 12.94 21.34 10.05
56 C 14.01 15.12 9.55
57 C 11.99 13.22 6.12
58 C 15.89 19.56 12.64
59 C 10.86 12.71 6.80
60 C 10.97 18.33 3.70
61 C 8.66 20.28 13.36
62 C 13.40 23.64 10.70
63 C 14.28 15.92 10.77
64 C 7.87 20.61 14.42
65 C 10.50 10.63 9.70
66 H 8.82 13.09 7.22
67 H 11.02 13.87 15.22
68 H 13.57 11.40 12.08
69 H 6.78 17.48 15.10
70 H 10.24 19.76 8.75
71 H 6.84 18.38 10.99
72 H 8.02 16.96 13.08
73 H 7.43 12.77 8.42
74 H 12.11 10.26 6.33
75 H 10.03 17.04 8.65
76 H 13.81 15.06 13.27
77 H 14.69 16.89 10.46
78 H 6.65 19.69 15.99
79 H 14.39 23.04 7.55
80 H 7.95 11.50 9.64
81 H 11.42 18.93 2.90
82 H 8.57 14.92 5.68
83 H 8.84 19.79 6.55
84 H 13.34 13.32 14.26
85 H 5.22 14.28 9.95
86 H 16.93 19.41 12.39
87 H 5.40 18.78 9.03
88 H 13.58 20.83 8.03
89 H 13.04 11.91 9.75
90 H 12.63 14.91 4.93
91 H 6.15 15.75 10.34
92 H 7.15 12.05 12.48
93 H 5.80 13.12 12.31
94 H 15.17 19.05 10.66
95 H 9.25 21.05 12.89
96 H 12.97 12.84 6.26
97 H 6.29 19.57 6.88
98 H 14.09 16.83 13.43
99 H 9.93 18.54 3.69
100 H 10.60 20.78 11.59
101 H 13.54 15.68 8.72
102 H 11.03 16.19 7.87
103 H 12.10 19.82 13.60
104 H 6.59 14.82 8.89
105 H 11.59 8.21 7.80
106 H 12.38 16.07 14.80
107 H 16.27 19.81 14.69
108 H 11.16 17.30 3.36
109 H 10.29 13.31 13.65
110 H 7.23 13.66 13.12
111 H 7.78 21.64 14.74
112 H 13.41 24.44 11.42
113 H 12.57 22.12 12.01
114 H 15.00 14.80 9.20
115 H 13.93 20.11 15.38
116 H 14.72 12.54 10.03
117 H 15.03 15.41 11.36
118 H 14.38 24.72 9.20
119 H 6.30 11.95 9.55
120 H 11.58 17.03 13.47
121 H 14.61 12.96 12.13
122 H 12.15 11.94 14.07

These are the Löwdin partial charges, in e, on atoms 1 to 4: Yb 2.018; S 0.506; P 0.921; P 0.631